Arrangement i

The following is a quantum chemistry calculation of a 12-piece molecular cluster, C20H69N5O12 overall, from the OMol25 dataset.

Last column: Löwdin charge in e.
Geometry (Å):
C  3.065  8.595  -5.805  -0.1161
O  3.650  7.784  -4.783  -0.1987
C  2.675  6.863  -4.183  -0.1654
C  3.318  5.730  -3.317  -0.4131
C  4.293  4.766  -4.041  -0.0581
N  2.186  4.959  -2.790  0.0136
H  2.252  9.264  -5.524  0.0801
H  2.666  7.911  -6.554  0.0809
H  3.879  9.208  -6.193  0.0857
H  1.874  7.358  -3.633  0.1145
H  2.163  6.367  -5.008  0.1128
H  3.858  6.153  -2.470  0.1256
H  5.067  5.355  -4.533  0.0681
H  3.886  4.145  -4.839  0.0782
H  4.839  4.268  -3.240  0.0721
H  1.681  5.570  -2.164  0.0624
H  2.323  4.093  -2.288  0.0712
C  -9.244  -7.225  -3.494  -0.1307
O  -9.190  -5.902  -3.036  -0.1856
C  -7.921  -5.322  -3.207  -0.1964
C  -7.843  -4.000  -2.283  -0.4189
C  -9.035  -3.040  -2.489  -0.0633
N  -6.578  -3.341  -2.439  0.0260
H  -10.294  -7.505  -3.418  0.0889
H  -8.662  -7.893  -2.859  0.0836
H  -8.922  -7.477  -4.504  0.0849
H  -7.089  -5.976  -2.946  0.1110
H  -7.760  -5.105  -4.263  0.1191
H  -7.920  -4.355  -1.256  0.1328
H  -8.931  -2.242  -1.754  0.0735
H  -9.956  -3.574  -2.259  0.0649
H  -9.208  -2.717  -3.516  0.0759
H  -5.932  -4.056  -2.136  0.0628
H  -6.235  -3.248  -3.385  0.0718
C  5.314  -4.319  1.285  -0.0963
O  5.813  -3.002  1.044  -0.2205
C  6.682  -2.427  2.036  -0.1763
C  6.648  -0.894  1.843  -0.4673
C  7.870  -0.173  2.426  -0.0699
N  5.505  -0.202  2.351  0.0374
H  4.757  -4.406  2.218  0.0842
H  6.153  -5.006  1.174  0.0853
H  4.615  -4.520  0.473  0.0801
H  6.293  -2.600  3.039  0.1190
H  7.652  -2.901  1.889  0.1249
H  6.716  -0.700  0.772  0.1354
H  7.717  0.905  2.478  0.0754
H  8.721  -0.390  1.781  0.0753
H  8.013  -0.517  3.450  0.0734
H  4.729  -0.704  1.941  0.0698
H  5.414  -0.405  3.336  0.0726
C  -3.964  -4.528  6.876  -0.1230
O  -2.716  -3.844  6.792  -0.1905
C  -1.683  -4.842  6.560  -0.1731
C  -0.335  -4.124  6.113  -0.4202
C  -0.536  -3.418  4.766  -0.0735
N  0.738  -5.049  5.772  0.0084
H  -4.693  -3.724  6.978  0.0868
H  -4.049  -5.293  7.649  0.0866
H  -4.216  -4.967  5.911  0.0819
H  -1.418  -5.213  7.551  0.1114
H  -1.982  -5.699  5.957  0.1197
H  0.042  -3.551  6.960  0.1303
H  -1.131  -2.510  4.864  0.0740
H  -1.007  -4.193  4.162  0.0865
H  0.319  -2.995  4.238  0.0701
H  1.440  -4.472  5.331  0.0597
H  1.136  -5.236  6.681  0.0648
C  -0.830  7.343  1.504  -0.0960
O  0.022  6.316  1.996  -0.1822
C  0.812  6.494  3.118  -0.2396
C  1.444  5.210  3.605  -0.4226
C  0.381  4.048  3.904  -0.0429
N  2.076  5.446  4.865  0.0135
H  -1.504  6.953  0.741  0.0843
H  -0.260  8.085  0.944  0.0769
H  -1.394  7.954  2.208  0.0850
H  1.542  7.300  3.042  0.1265
H  0.127  6.795  3.911  0.1254
H  2.150  4.852  2.856  0.1302
H  -0.351  4.360  4.649  0.0705
H  0.765  3.083  4.234  0.0664
H  -0.239  3.913  3.018  0.0594
H  2.805  6.140  4.780  0.0695
H  2.581  4.653  5.235  0.0757
O  -3.110  2.306  -1.011  -0.0529
H  -3.956  2.097  -1.408  0.0315
H  -3.332  2.690  -0.163  0.0297
O  -2.667  -1.029  -5.919  -0.0533
H  -2.001  -1.622  -6.267  0.0228
H  -2.176  -0.398  -5.392  0.0250
O  -1.194  3.282  -4.731  -0.0555
H  -0.325  3.190  -4.341  0.0187
H  -1.774  3.447  -3.987  0.0214
O  1.294  -2.722  -6.353  -0.0531
H  1.789  -3.225  -6.999  0.0303
H  1.922  -2.549  -5.651  0.0220
O  -0.843  -4.739  -2.399  -0.0526
H  -0.413  -4.579  -3.239  0.0262
H  -0.714  -5.673  -2.236  0.0291
O  -0.081  -0.771  -0.757  -0.0536
H  -0.426  -1.529  -1.229  0.0242
H  -0.604  -0.034  -1.071  0.0232
O  3.707  -2.228  -2.901  -0.0506
H  4.198  -2.669  -2.208  0.0230
H  3.071  -1.684  -2.435  0.0284

Values from the calculation:
LUMO = 0.005 hartree
M = 571.8 u
HOMO = -9.237 eV
charge = 0

---

Arrangement ii

The following is a quantum chemistry calculation of a 12-piece molecular cluster, C20H69N5O12 overall, from the OMol25 dataset.

Last column: Löwdin charge in e.
Geometry (Å):
C  -0.980  2.592  -0.347  -0.0721
O  -1.403  1.236  -0.319  -0.2237
C  -2.724  1.017  -0.821  -0.1461
C  -2.716  0.960  -2.393  -0.4206
C  -4.140  0.631  -2.944  -0.0346
N  -1.794  -0.004  -2.843  0.0463
H  -0.837  2.929  -1.374  0.0759
H  -0.039  2.610  0.202  0.0769
H  -1.614  3.290  0.200  0.0958
H  -3.076  0.079  -0.394  0.1012
H  -3.371  1.836  -0.507  0.1116
H  -2.363  1.903  -2.811  0.1275
H  -4.426  -0.396  -2.714  0.0795
H  -4.292  0.869  -3.997  0.0737
H  -4.856  1.297  -2.463  0.0704
H  -1.654  0.218  -3.818  0.1062
H  -0.859  0.203  -2.519  0.0641
C  -6.095  -0.551  5.203  -0.0678
O  -6.925  -0.437  4.002  -0.1627
C  -6.538  0.595  3.188  -0.2723
C  -5.144  0.553  2.645  -0.4551
C  -4.768  1.939  2.096  -0.0404
N  -5.037  -0.480  1.629  0.0742
H  -6.681  -1.094  5.946  0.0883
H  -5.767  0.400  5.623  0.0878
H  -5.162  -1.085  5.027  0.0703
H  -7.204  0.668  2.328  0.1367
H  -6.736  1.477  3.797  0.1212
H  -4.498  0.272  3.476  0.0956
H  -3.719  1.886  1.804  0.0551
H  -4.942  2.594  2.949  0.0766
H  -5.355  2.337  1.269  0.0832
H  -5.312  -1.349  2.063  0.0793
H  -4.101  -0.584  1.264  0.0194
C  1.484  2.873  -2.812  -0.0638
O  2.142  2.609  -1.549  -0.2288
C  2.856  3.688  -0.987  -0.1952
C  3.651  3.117  0.200  -0.4136
C  2.756  2.764  1.355  -0.0576
N  4.744  4.049  0.575  0.0402
H  0.783  3.706  -2.861  0.0888
H  0.979  2.000  -3.224  0.0854
H  2.266  3.076  -3.544  0.0879
H  3.530  4.183  -1.687  0.1214
H  2.253  4.532  -0.651  0.1273
H  4.133  2.221  -0.190  0.1381
H  3.260  2.333  2.221  0.0771
H  2.014  2.020  1.063  0.0476
H  2.253  3.646  1.751  0.0847
H  4.494  5.026  0.634  0.0656
H  5.401  3.989  -0.189  0.0640
C  5.226  -0.928  1.891  -0.0887
O  4.085  -1.655  1.449  -0.2227
C  4.462  -3.007  1.026  -0.1709
C  3.319  -3.773  0.367  -0.4440
C  2.165  -4.109  1.317  -0.0465
N  3.766  -5.042  -0.186  0.0458
H  4.962  -0.077  2.519  0.0877
H  5.653  -0.535  0.968  0.0885
H  5.969  -1.487  2.459  0.0895
H  5.177  -2.920  0.208  0.1191
H  4.933  -3.545  1.850  0.1290
H  2.946  -3.144  -0.441  0.1307
H  1.718  -3.236  1.792  0.0638
H  2.556  -4.862  2.002  0.0773
H  1.377  -4.566  0.718  0.0790
H  4.020  -5.737  0.502  0.0734
H  4.484  -4.829  -0.864  0.0715
C  -2.914  -2.600  0.140  -0.0797
O  -2.732  -1.745  1.243  -0.2546
C  -1.375  -1.563  1.618  -0.1651
C  -1.256  -0.526  2.759  -0.4104
C  0.116  -0.122  3.223  -0.0522
N  -2.064  -1.038  3.913  0.0554
H  -2.413  -2.046  -0.654  0.0658
H  -3.964  -2.811  -0.061  0.1016
H  -2.375  -3.543  0.225  0.0953
H  -0.858  -2.455  1.973  0.1263
H  -0.796  -1.200  0.769  0.1129
H  -1.671  0.416  2.401  0.1144
H  0.223  0.479  4.125  0.0835
H  0.615  0.383  2.395  0.0649
H  0.693  -1.025  3.418  0.0772
H  -2.123  -0.320  4.621  0.0641
H  -3.026  -1.102  3.611  0.0284
O  1.337  0.205  -0.789  -0.0384
H  0.402  0.244  -0.591  0.0221
H  1.577  1.108  -0.995  -0.0001
O  4.355  -1.048  -3.770  -0.0459
H  4.192  -1.941  -4.073  0.0711
H  4.593  -1.148  -2.848  0.0275
O  1.701  -1.611  -3.160  -0.0557
H  2.596  -1.279  -3.223  -0.0326
H  1.401  -1.331  -2.295  -0.0112
O  3.602  0.755  -5.726  -0.0403
H  3.944  0.257  -4.984  0.0003
H  4.139  0.478  -6.469  0.0584
O  1.170  1.821  -6.183  -0.0697
H  2.010  1.470  -5.886  -0.0404
H  1.296  2.769  -6.195  0.0212
O  -0.947  -2.829  -3.024  -0.0668
H  -1.216  -1.944  -2.778  -0.0392
H  -1.714  -3.373  -2.843  0.0213
O  3.795  -0.865  -1.006  -0.0482
H  2.930  -0.490  -0.843  -0.0062
H  4.066  -1.222  -0.160  -0.0279

Values from the calculation:
LUMO = 0.017 hartree
M = 571.8 u
HOMO = -8.761 eV
charge = 0

---

Most stable to least stable, the ends of the list are arrangement ii and arrangement i.

---

Arrangement i

The following is a quantum chemistry calculation of C8H14ClNO3S as an isolated structure, from the OMol25 dataset.

Last column: Löwdin charge in e.
Geometry (Å):
C  0.744  0.485  -0.296  -0.4999
C  -3.817  -0.077  -1.090  -0.0938
C  -2.632  -0.932  -0.930  -0.3391
C  -2.900  0.109  0.022  -0.7815
C  -2.665  -2.459  -0.622  -0.0183
C  2.217  0.215  1.647  -0.0560
C  2.908  1.837  -0.288  -0.0648
C  2.210  0.556  0.106  -0.3404
N  0.032  1.442  0.404  -0.0332
O  0.290  -0.392  -0.977  0.1085
O  -1.373  2.639  -1.432  -0.3310
O  -1.993  2.759  1.068  -0.4004
S  -1.493  2.032  -0.128  0.7511
Cl  -3.190  0.006  1.622  0.8239
H  -3.897  0.743  -1.781  0.1162
H  -4.783  -0.354  -0.764  0.1058
H  -1.832  -0.805  -1.575  0.0946
H  -1.840  -2.838  -0.142  0.0414
H  -2.976  -2.952  -1.508  0.0606
H  -3.604  -2.691  0.074  0.1191
H  3.165  0.175  2.038  0.0320
H  1.773  -0.762  1.792  0.0817
H  1.725  1.083  2.277  0.1232
H  2.278  2.689  -0.099  0.0606
H  3.870  1.829  0.204  0.0787
H  3.067  1.866  -1.440  0.1227
H  2.896  -0.292  -0.262  0.1642
H  0.505  2.303  0.514  0.0740

Values from the calculation:
LUMO = -0.009 hartree
M = 239.7 u
HOMO = -9.361 eV
charge = 0

---

Arrangement ii

The following is a quantum chemistry calculation of C8H14ClNO3S as an isolated structure, from the OMol25 dataset.

Last column: Löwdin charge in e.
Geometry (Å):
C  -1.447  -0.635  -0.406  -0.5818
C  4.676  1.336  -0.956  0.0164
C  3.354  1.896  -0.462  -0.3340
C  3.792  0.484  -0.470  -0.6630
C  3.286  2.615  0.928  -0.0888
C  -3.356  0.625  0.292  -0.0903
C  -3.683  -1.743  -0.315  -0.0702
C  -2.870  -0.442  -0.571  -0.4069
N  -0.935  -1.299  0.694  -0.0691
O  -0.615  -0.285  -1.232  0.0036
O  0.907  -2.578  -0.348  -0.2995
O  1.148  -1.748  1.906  -0.4313
S  0.814  -1.277  0.595  0.7868
Cl  3.357  -1.128  -0.319  0.7814
H  0.327  -2.533  -1.107  0.0625
H  5.626  1.628  -1.395  0.1010
H  2.551  2.345  -1.130  0.1280
H  2.787  1.856  1.618  0.0834
H  2.577  3.482  0.685  0.0811
H  4.304  2.881  1.305  0.0767
H  -4.401  0.766  0.209  0.0682
H  -2.886  1.617  0.208  0.0994
H  -3.283  0.346  1.396  0.1109
H  -4.473  -1.751  -1.085  0.0735
H  -2.934  -2.562  -0.608  0.0880
H  -4.070  -2.112  0.796  0.1418
H  -2.964  -0.186  -1.693  0.1805
H  -1.586  -1.601  1.465  0.1517

Values from the calculation:
LUMO = 0.022 hartree
M = 239.7 u
HOMO = -8.984 eV
charge = 0

---

Most stable to least stable, the ends of the list are arrangement i and arrangement ii.

---

Arrangement i

The following is a quantum chemistry calculation of an isolated ion of composition C2H8N5 and charge +1, from the OMol25 dataset.

Last column: Löwdin charge in e.
Geometry (Å):
C  -1.833  -0.137  0.786  0.0235
N  -1.069  0.374  -0.430  0.0973
C  0.387  -0.253  -0.763  -0.2902
N  1.158  0.787  -1.496  0.0615
N  2.184  1.059  -0.855  0.0268
N  2.242  0.382  0.305  0.0198
N  1.124  -0.547  0.321  0.0751
H  -2.484  -1.027  0.542  0.1262
H  -1.129  -0.613  1.457  0.0844
H  -2.460  0.542  1.194  0.0600
H  -0.892  1.304  -0.144  0.1422
H  -1.638  0.296  -1.208  0.1303
H  0.024  -0.955  -1.433  0.1279
H  3.100  0.086  0.774  0.1651
H  1.287  -1.297  0.951  0.1501

Values from the calculation:
LUMO (spin up / spin down) = -0.120 / -0.120 hartree
M = 102.1 u
HOMO (spin up / spin down) = -13.718 / -13.719 eV
charge = +1

---

Arrangement ii

The following is a quantum chemistry calculation of a 2-piece molecular cluster, C2H8N5 overall, from the OMol25 dataset.

Last column: Löwdin charge in e.
Geometry (Å):
C  0.098  -0.446  0.861  -0.2875
C  0.757  -1.695  0.425  0.0277
N  -1.297  -0.401  0.860  0.1260
N  -1.650  0.843  1.128  0.0997
N  0.569  0.767  1.201  0.2055
N  -0.604  1.509  1.286  0.0387
N  -0.269  0.380  -1.991  -0.0239
H  1.823  -1.650  0.436  0.0922
H  0.354  -1.894  -0.482  0.0479
H  0.364  -2.428  1.175  0.1313
H  1.527  1.075  1.291  0.1975
H  -0.447  2.500  1.184  0.1927
H  0.345  -0.066  -2.699  0.0328
H  -0.271  1.365  -2.289  0.0144
H  -1.302  0.141  -2.386  0.1051

Values from the calculation:
LUMO = -0.167 hartree
M = 102.1 u
HOMO = -14.726 eV
charge = +1

---

Arrangement iii

The following is a quantum chemistry calculation of C2H8N5 as an isolated structure, from the OMol25 dataset.

Last column: Löwdin charge in e.
Geometry (Å):
C  -1.636  -0.154  0.023  -0.1101
C  3.483  -0.217  -0.132  0.2484
N  1.623  1.233  0.069  0.1284
N  -0.259  -0.275  -0.052  -0.0843
N  2.622  0.564  -0.115  -0.0659
N  -2.207  1.071  -0.212  0.1121
N  0.135  -1.590  0.048  0.0020
H  -2.247  -1.041  0.114  0.1354
H  0.706  0.548  0.205  0.0291
H  4.301  -0.612  -0.713  0.1134
H  1.693  2.083  0.494  0.1121
H  -3.099  1.285  0.226  0.1162
H  -1.539  1.824  -0.343  0.1076
H  0.945  -1.955  -0.420  0.0892
H  -0.578  -2.112  0.483  0.0665

Values from the calculation:
LUMO = -0.132 hartree
M = 102.1 u
HOMO = -11.951 eV
charge = +1

---

Arrangement iv

The following is a quantum chemistry calculation of an isolated ion of composition C2H8N5 and charge +1, from the OMol25 dataset.

Last column: Löwdin charge in e.
Geometry (Å):
H  -0.212  2.146  -1.605  0.0179
N  -0.452  1.197  -1.715  0.1172
C  -0.203  0.268  -0.702  -0.3675
N  -0.171  -1.046  -1.128  -0.0706
N  0.147  -1.323  -2.420  0.0108
N  -0.250  0.672  0.631  0.1277
C  0.210  0.026  1.672  -0.1098
N  0.665  0.609  2.782  0.1768
H  -0.617  -1.838  -0.671  0.1583
H  -0.294  -0.481  -2.962  0.1175
H  -0.127  -2.198  -2.867  0.1058
H  -0.628  1.650  0.703  0.2069
H  0.596  -1.035  1.563  0.1884
H  0.976  -0.125  3.512  0.1810
H  0.359  1.477  3.208  0.1397

Values from the calculation:
LUMO (spin up / spin down) = -0.175 / -0.175 hartree
M = 102.1 u
HOMO (spin up / spin down) = -11.900 / -11.899 eV
charge = +1

---

Most stable to least stable, the ends of the list are arrangement ii and arrangement iii.